Entry 1:
Formula: C5H8NOS
Source: the Open Molecules 2025 dataset
Level of theory: ωB97M-V with the def2-TZVPD basis set

XYZ file:
```
16
Properties=species:S:1:pos:R:3:mulliken_charge:R:1
C 1.90270 1.16492 -0.09252 -0.248
C 3.24612 0.84513 -0.15561 -0.204
C 1.68313 -0.98357 0.26713 -0.252
C -2.73359 -1.18121 -0.18718 -0.571
C -1.62807 0.84238 0.27114 0.100
N 1.06542 0.12289 0.06894 -0.260
O -2.36389 -0.12196 0.66591 -0.144
S 3.39456 -0.81000 0.11852 -0.096
H 1.63499 2.30385 -0.20837 0.229
H 3.93501 1.66714 -0.24727 0.389
H 1.23500 -1.87625 0.25301 0.478
H -2.33224 -0.90570 -1.16484 0.327
H -3.89366 -1.34088 -0.21742 0.294
H -2.57119 -2.27548 0.12850 0.270
H -0.91819 0.94522 -0.56578 0.380
H -1.65609 1.60352 1.06584 0.308
```

Values from the calculation:
energy above the lowest of the compared OMol25 structures with the same formula, charge and spin	82.0	kcal/mol
total charge	+1
spin multiplicity	1
HOMO energy	-0.4731	Eh
LUMO	-0.21231	hartree


Entry 2:
Formula: C11H24ClIN4OPPt
Source: the Open Molecules 2025 dataset
Level of theory: ωB97M-V with the def2-TZVPD basis set

XYZ file:
```
44
Properties=species:S:1:pos:R:3:lowdin_spin:R:1
C 0.04945 -4.45878 -3.80447 0.090
I 0.61405 -2.76778 -2.58687 0.919
H -1.03195 -4.55248 -3.74007 0.018
H 0.55415 -5.33058 -3.39497 0.009
H 0.37525 -4.24498 -4.81967 0.002
Pt -0.06945 0.56182 -0.63317 0.614
P -0.22845 1.95312 -2.48017 0.169
C 1.30545 2.30182 -3.41947 0.013
C -1.38505 1.34472 -3.76377 0.030
H -1.83315 3.50002 -1.57377 0.003
H -1.01395 4.21512 -3.00037 0.008
H -0.18035 4.13092 -1.41977 0.001
C -0.87745 3.62112 -2.09007 0.042
H -2.35195 1.16122 -3.28837 0.004
H -1.49605 2.07402 -4.57367 0.004
H 1.10565 2.96662 -4.26627 0.004
H 1.72705 1.36212 -3.78667 0.000
H -1.00975 0.40092 -4.16827 0.001
H 2.03845 2.76872 -2.75587 0.000
C 1.72325 0.31282 -0.83067 0.142
O 2.87565 0.15242 -0.95767 0.087
Cl -2.41885 0.88712 -0.37497 0.592
C -0.24775 0.97912 2.17643 0.044
N 0.04535 -0.20998 1.33643 0.180
C -0.95715 -1.26478 1.61833 0.024
N -0.94985 -1.61078 3.05993 0.132
C -1.25165 -0.39948 3.85653 0.025
N -0.23925 0.64292 3.60823 0.516
C 1.09335 0.13002 3.97203 0.019
N 1.40625 -1.07478 3.17563 0.196
C 1.38785 -0.72028 1.74193 0.022
C 0.38665 -2.10488 3.43793 0.031
H -1.23095 1.41802 1.91533 0.006
H 0.49485 1.78262 1.96683 0.004
H -0.74575 -2.16748 1.00383 0.008
H -1.97805 -0.94078 1.34843 0.008
H -1.28105 -0.64808 4.94143 0.001
H -2.26455 -0.01368 3.60273 0.005
H 1.86385 0.91582 3.80293 0.002
H 1.13035 -0.10228 5.05963 0.000
H 1.66675 -1.60808 1.13113 0.011
H 2.17295 0.05122 1.58323 0.001
H 0.39865 -2.38328 4.51643 0.000
H 0.62715 -3.03118 2.87383 0.011
```

Values from the calculation:
total charge	+3
spin multiplicity	5
HOMO energy (spin up / spin down)	-0.5625 / -0.7012	Eh
LUMO (spin up / spin down)	-0.35627 / -0.51774	hartree


Entry 3:
Formula: C12H23I2N2
Source: the Open Molecules 2025 dataset
Level of theory: ωB97M-V with the def2-TZVPD basis set

XYZ file:
```
39
Properties=species:S:1:pos:R:3:mulliken_charge:R:1
C -0.59310 -1.35650 1.01044 -1.530
C 0.01605 -0.29946 0.09411 -0.180
I 0.89168 -1.26795 -1.60716 0.187
C 1.07564 0.66774 0.66388 -1.139
I 1.13040 2.40553 -0.58294 0.278
N 0.83169 0.96913 2.13103 0.133
C 1.25515 2.34300 2.62063 -1.005
C 1.35978 2.38923 4.13153 -0.788
C 2.43964 1.42488 4.66051 -0.567
C 2.75470 0.36152 3.61393 -0.803
C 1.46266 -0.13197 2.99357 -0.488
H -1.41061 -1.83983 0.47862 0.469
H -1.03929 -0.92608 1.91507 0.324
H 0.11713 -2.13191 1.29473 0.427
H -0.78789 0.29119 -0.34450 0.597
H 2.08240 0.26205 0.60935 0.674
H -0.17844 0.91873 2.27641 0.499
H 2.21180 2.55863 2.14596 0.550
H 0.52373 3.04346 2.23046 0.574
H 1.59548 3.42241 4.38553 0.398
H 0.38583 2.18288 4.58398 0.307
H 3.34278 1.96668 4.94022 0.333
H 2.06777 0.93039 5.55904 0.308
H 3.27570 -0.49122 4.05072 0.416
H 3.41429 0.74761 2.82989 0.276
H 0.73345 -0.37486 3.77006 0.356
H 1.59280 -1.00487 2.36626 0.412
C -3.43281 -2.02971 -6.16421 -1.150
C -2.09363 -1.35193 -5.90949 -0.533
C -1.73571 -1.28967 -4.42005 -0.140
C -2.69110 -0.51959 -3.62395 0.234
N -3.42869 0.10456 -2.99934 -0.481
H -4.24846 -1.48175 -5.69055 0.350
H -3.64129 -2.08200 -7.23185 0.332
H -3.43885 -3.04854 -5.77218 0.301
H -2.10124 -0.33836 -6.31393 0.311
H -1.29482 -1.89203 -6.41992 0.313
H -0.75476 -0.83402 -4.27606 0.146
H -1.68982 -2.29737 -3.99979 0.301
```

Values from the calculation:
total charge	+1
spin multiplicity	1
HOMO energy	-0.4660	Eh
LUMO	-0.11250	hartree


Entry 4:
Formula: C13H15N3O
Source: the Open Molecules 2025 dataset
Level of theory: ωB97M-V with the def2-TZVPD basis set

XYZ file:
```
32
Properties=species:S:1:pos:R:3:mulliken_charge:R:1
C -3.19963 -1.57882 -1.08417 -1.047
C -4.26980 -0.58865 -0.63419 -0.441
C -3.75771 0.83329 -0.39336 -0.464
C -2.97922 1.03091 0.91175 -0.990
N -1.66505 0.43186 0.89392 -0.130
C -0.57137 1.11497 0.50683 0.431
O -0.57153 2.29504 0.22154 -0.698
C 0.70098 0.30136 0.47472 0.469
C 1.84316 0.95592 0.17191 -0.205
C 3.19196 0.45877 0.06221 0.866
C 3.58453 -0.85562 0.34112 -0.518
C 4.91364 -1.20614 0.19616 -0.496
C 5.81665 -0.23713 -0.22062 -0.269
N 5.46481 1.01032 -0.48783 -0.610
C 4.19985 1.34462 -0.35049 -0.318
H 3.95998 2.37492 -0.58189 0.369
H 6.86705 -0.46359 -0.34566 0.370
H 5.24391 -2.21163 0.40497 0.402
H 2.86183 -1.58611 0.66940 0.403
H 1.71534 2.01666 -0.02144 0.463
C 0.57573 -1.07033 0.74267 -0.201
N 0.37089 -2.18079 0.96525 -0.537
H -1.59442 -0.55744 1.07360 0.270
H -3.53868 0.61418 1.75310 0.411
H -2.83087 2.10191 1.07370 0.409
H -3.12509 1.14393 -1.22700 0.286
H -4.61529 1.50818 -0.35927 0.316
H -4.75481 -0.95856 0.27224 0.258
H -5.03343 -0.53776 -1.41390 0.313
H -3.66773 -2.49436 -1.43928 0.366
H -2.52369 -1.84930 -0.27728 0.244
H -2.61200 -1.16063 -1.89874 0.279
```

Values from the calculation:
energy above the lowest of the compared OMol25 structures with the same formula, charge and spin	21.2	kcal/mol
total charge	0
spin multiplicity	1
HOMO energy	-0.3451	Eh
LUMO	-0.03100	hartree
SMILES	CCCCNC(=O)/C(C#N)=C/c1cccnc1


Entry 5:
Formula: C26H34N4O5
Source: the Open Molecules 2025 dataset
Level of theory: ωB97M-V with the def2-TZVPD basis set

XYZ file:
```
69
Properties=species:S:1:pos:R:3:mulliken_charge:R:1
C 0.90531 2.48924 -0.91493 -1.179
H 0.18570 3.08334 -0.35843 0.228
H 1.52501 1.94386 -0.21120 0.004
C 0.17347 1.49126 -1.80632 0.342
N -0.92570 2.10970 -2.53714 1.064
C -1.94488 1.16266 -2.97745 -1.390
H -1.76677 0.18003 -2.53574 0.488
C -3.35314 1.63307 -2.58084 -0.398
H -4.07632 1.28000 -3.31862 0.455
H -3.37559 2.71990 -2.58752 0.395
C -3.81069 1.09012 -1.22274 -1.789
N -2.82589 1.13829 -0.15538 0.363
C -2.51147 2.28625 0.49555 1.479
C -1.69483 2.25978 1.58813 -1.183
C -1.13000 1.03967 2.01385 0.953
C -1.37178 -0.10513 1.31827 -0.467
C -2.26704 -0.10327 0.19632 0.643
O -2.57409 -1.11086 -0.42881 -0.729
C -0.69702 -1.40736 1.66216 0.382
C -0.06058 -1.28913 3.02852 -0.476
C 0.07831 -0.09492 3.65141 0.923
N 0.61469 0.06624 4.90062 -0.494
H 0.88522 1.00315 5.14889 0.260
H 1.18649 -0.68486 5.24919 0.267
O -0.37040 1.08357 3.14750 -0.490
C 0.47639 -2.43921 3.60990 -0.757
N 0.94459 -3.37614 4.08822 -0.657
C 0.31135 -1.74214 0.57880 -0.482
C 0.05156 -2.77310 -0.30223 -1.485
C 0.92592 -3.07628 -1.32793 -0.775
C 2.08554 -2.33748 -1.50377 1.041
C 2.38290 -1.29217 -0.61137 0.580
C 1.49120 -1.00125 0.43009 0.900
O 1.68120 0.03520 1.31065 0.134
C 2.97472 0.28049 1.82113 -1.123
H 3.47802 -0.65188 2.09168 0.334
H 3.59359 0.83675 1.11448 0.250
H 2.82318 0.88155 2.71911 0.300
O 3.48536 -0.47967 -0.74943 -0.366
C 4.73018 -1.07590 -1.05434 -0.961
H 5.48697 -0.36019 -0.73008 0.313
H 4.83728 -1.25906 -2.12488 0.267
H 4.86573 -2.01625 -0.51379 0.340
O 2.96994 -2.54462 -2.53059 -0.397
C 2.70775 -3.58416 -3.43997 -1.011
H 3.53234 -3.56272 -4.15158 0.253
H 1.76587 -3.42428 -3.97400 0.364
H 2.68493 -4.55929 -2.94316 0.381
H 0.68169 -3.88119 -2.00079 0.459
H -0.85887 -3.34056 -0.19752 0.436
H -1.44694 -2.20845 1.66279 1.132
H -1.45554 3.16007 2.12672 0.423
C -3.04148 3.58858 -0.00778 -1.912
H -2.53038 3.83925 -0.93600 0.160
H -4.11127 3.55103 -0.19925 0.395
H -2.84500 4.37197 0.71856 0.433
H -4.71743 1.60957 -0.90019 0.470
H -4.04005 0.02619 -1.33841 0.489
H -1.90217 1.03567 -4.06788 0.645
C -0.43529 2.93902 -3.62708 -0.609
C -1.48227 3.90666 -4.16755 -1.325
H -2.31447 3.37896 -4.62518 0.279
H -1.86156 4.53897 -3.36841 0.261
H -1.02713 4.54455 -4.92203 0.464
H -0.05655 2.31705 -4.45998 0.384
H 0.40188 3.52467 -3.24549 0.340
H 0.89468 1.00674 -2.48684 0.350
H -0.24360 0.71201 -1.16681 -0.908
H 1.54566 3.15547 -1.48769 0.539
```

Values from the calculation:
energy above the lowest of the compared OMol25 structures with the same formula, charge and spin	91.2	kcal/mol
total charge	0
spin multiplicity	1
HOMO energy	-0.2958	Eh
LUMO	0.02457	hartree
SMILES	CCN(CC)CCCn1c(C)cc2c(c1=O)[C@@H](c1ccc(OC)c(OC)c1OC)C(C#N)=C(N)O2


Entry 6:
Formula: C5H10O2
Source: the Open Molecules 2025 dataset
Level of theory: ωB97M-V with the def2-TZVPD basis set

XYZ file:
```
17
Properties=species:S:1:pos:R:3:mulliken_charge:R:1
C 1.18183 1.66550 0.07868 -1.468
C 0.23615 0.53606 -0.24240 1.372
C -0.47475 -0.09413 0.95214 -0.744
C -0.51265 -1.62255 0.93668 -0.545
O -1.05308 -2.16609 -0.24689 -0.568
C -0.38198 0.47304 -1.56767 -0.815
O 0.73377 -0.36459 -1.24812 -0.595
H 0.65763 2.46074 0.61990 0.337
H 1.99847 1.30335 0.71248 0.320
H 1.61164 2.08614 -0.83415 0.403
H -1.49762 0.29510 1.00469 0.309
H 0.02796 0.21785 1.87588 0.344
H -1.14497 -1.97310 1.75887 0.367
H 0.49837 -2.01543 1.11609 0.315
H -0.38291 -1.99185 -0.92630 0.356
H -0.16857 1.24272 -2.30809 0.340
H -1.32930 -0.05276 -1.68179 0.272
```

Values from the calculation:
energy above the lowest of the compared OMol25 structures with the same formula, charge and spin	49.1	kcal/mol
total charge	0
spin multiplicity	1
HOMO energy	-0.3709	Eh
LUMO	0.03479	hartree
SMILES	C[C@@]1(CCO)CO1


Entry 7:
Formula: C10H5F3N2O4
Source: the Open Molecules 2025 dataset
Level of theory: ωB97M-V with the def2-TZVPD basis set

XYZ file:
```
24
Properties=species:S:1:pos:R:3:mulliken_charge:R:1
O 2.71364 3.32082 -1.41902 -0.484
O 0.57631 1.60171 -2.29615 -0.537
O -2.68948 -0.47943 -1.06333 -0.542
F -0.01603 -1.22164 -2.94634 -0.225
F -1.87233 -2.56631 -2.38493 -0.240
F -0.06175 -2.61371 -1.30590 -0.236
O 2.67556 2.35677 0.63043 -0.381
C 2.32652 2.39231 -0.68066 0.213
C 1.09543 1.63320 -1.16931 0.572
C -1.49150 -0.52370 -1.18873 0.262
C 1.55614 1.17343 3.92393 -0.698
C 0.55508 0.19892 3.44163 -0.477
C 2.21644 1.83010 2.84738 -0.242
C 0.24958 0.09407 2.10542 -0.316
C 1.96014 1.69325 1.50527 0.394
C 0.85656 0.86555 1.09169 0.423
N -0.86377 0.49666 -0.39382 -0.270
N 0.46029 0.73130 -0.24014 0.202
C -0.83286 -1.73411 -1.91674 0.877
H 1.77029 1.38190 5.01628 0.346
H 0.06426 -0.51693 4.09945 0.370
H 3.18501 2.45037 3.06609 0.267
H -0.24130 -0.78850 1.63814 0.370
H -1.49197 0.92422 0.33959 0.350
```

Values from the calculation:
energy above the lowest of the compared OMol25 structures with the same formula, charge and spin	46.0	kcal/mol
total charge	0
spin multiplicity	1
HOMO energy	-0.3374	Eh
LUMO	-0.04178	hartree
SMILES	O=C(Nn1c(=O)c(=O)oc2ccccc21)C(F)(F)F


Entry 8:
Formula: C20H39N3O3P
Source: the Open Molecules 2025 dataset
Level of theory: ωB97M-V with the def2-TZVPD basis set

XYZ file:
```
66
Properties=species:S:1:pos:R:3:mulliken_charge:R:1
C 2.19430 -0.47682 2.28280 -1.631
C 1.56327 0.83266 1.81552 -0.229
C 0.24531 0.56930 1.06947 0.226
C 0.19577 0.98121 -0.41955 -0.788
P 0.53145 -0.34193 -1.55416 0.774
O 1.84763 -0.98937 -1.48789 -0.542
O -0.73451 -1.28904 -1.35089 -0.250
C -0.54333 -2.71835 -1.47800 -0.212
C -0.54378 -3.37716 -0.10686 -0.986
O 0.22567 0.26914 -3.02267 -0.412
C 1.33796 0.63029 -3.85123 -0.328
C 1.90654 -0.55204 -4.61012 -1.040
H 1.58804 -0.92343 3.08697 0.256
H 3.18640 -0.27302 2.73083 0.388
H 2.26930 1.34941 1.14962 0.321
H 1.35228 1.55508 2.63655 0.172
H -0.58274 1.09305 1.55768 0.094
H 0.04058 -0.49886 1.17012 -0.221
H 0.87143 1.80495 -0.65926 0.497
H -0.83161 1.27894 -0.63762 0.088
H 0.39043 -2.90915 -2.00443 0.217
H -1.36471 -3.08016 -2.09755 0.374
H 0.46328 -3.54530 0.26787 0.099
H -1.09701 -4.31653 -0.13254 0.376
H -1.05132 -2.71626 0.59534 0.260
H 2.10925 1.12424 -3.25830 0.324
H 0.94234 1.36651 -4.55259 0.351
H 2.88623 -0.29358 -5.01422 0.355
H 1.25146 -0.83559 -5.43473 0.292
H 2.02820 -1.40435 -3.94601 0.253
C -5.68722 -0.70941 -2.05521 -1.167
C -4.97946 0.44997 -2.74511 -0.605
C -3.51521 0.58249 -2.31709 0.015
C -3.37988 0.88208 -0.89401 0.276
N -3.27395 1.11582 0.22512 -0.501
H -5.70988 -0.56748 -0.97400 0.353
H -6.71634 -0.80012 -2.40396 0.359
H -5.17772 -1.65309 -2.25823 0.286
H -5.50484 1.38411 -2.53600 0.311
H -5.00141 0.30860 -3.82743 0.348
H -3.01172 1.37106 -2.87839 0.356
H -2.96509 -0.34063 -2.51312 0.088
C -3.70150 4.63599 4.07117 -1.151
C -2.34545 4.89282 3.42600 -0.643
C -1.67283 3.60869 2.93096 0.076
C -1.36817 2.69502 4.02896 0.279
N -1.15849 2.00108 4.91874 -0.543
H -3.60037 3.99994 4.95145 0.358
H -4.16903 5.57097 4.38318 0.344
H -4.37622 4.13752 3.37253 0.289
H -1.68563 5.39553 4.13602 0.317
H -2.46235 5.56254 2.57134 0.339
H -0.74188 3.83666 2.40928 0.312
H -2.31549 3.09289 2.21311 0.056
C 6.43483 -2.87685 1.37097 -1.202
C 5.62134 -2.66411 0.09931 -0.558
C 4.13828 -2.40740 0.38462 0.608
C 3.48037 -3.53495 1.02889 0.324
N 2.95888 -4.43199 1.52506 -0.640
H 6.08533 -3.75700 1.91332 0.328
H 7.49442 -3.01795 1.14516 0.367
H 6.34009 -2.01724 2.03671 0.292
H 5.73326 -3.53156 -0.55830 0.318
H 6.01064 -1.80156 -0.44672 0.352
H 3.58180 -2.17730 -0.52391 -0.195
H 3.96278 -1.54896 1.04541 -0.225
```

Values from the calculation:
total charge	-1
spin multiplicity	1
HOMO energy	-0.0400	Eh
LUMO	0.08696	hartree


Values for DFT total energy, hartree, ordered as above
-723.12463 -1945.11181 -1175.68359 -743.88220 -1606.33879 -346.94720 -1094.05307 -1516.81573